## one
{
  "formula": "C2H3N3O",
  "method": "the ωB97M-V functional and the def2-TZVPD basis",
  "elements": ["C", "N", "C", "N", "N", "O", "H", "H", "H"],
  "xyz": [[-0.0922, -0.2602, 1.0442], [-0.0738, 0.1366, -0.4087], [1.2435, -0.0774, -1.1530], [2.3499, -0.1269, -1.4345], [-0.9989, 0.6425, -1.1381], [-2.1252, 0.8025, -0.7038], [0.0872, -1.2455, 1.0722], [0.7512, 0.2388, 1.5039], [-1.1418, -0.1104, 1.2179]],
  "lowdin_charge": [0.034, -0.134, -0.142, 0.152, -0.114, -0.023, 0.044, 0.102, 0.081],
  "homo_energy_ev": -10.0,
  "multiplicity": 1,
  "smiles": "CN(C#N)N=O",
  "gap_ev": 10.33
}



## two
{
  "formula": "C2H3N3O",
  "method": "the ωB97M-V functional and the def2-TZVPD basis",
  "elements": ["N", "C", "C", "N", "N", "O", "H", "H", "H"],
  "xyz": [[-1.3434, 0.0700, 0.2123], [-0.1694, -0.4045, -0.2578], [1.1195, 0.0441, -0.1677], [1.5146, 1.0433, 0.5373], [2.0447, 1.8686, 1.1073], [-0.2646, -1.5456, -0.9521], [-2.2101, -0.4005, -0.0018], [-1.3894, 0.9735, 0.6526], [0.6982, -1.6490, -1.1300]],
  "lowdin_charge": [0.172, -0.473, -0.085, -0.180, 0.179, 0.055, 0.115, 0.112, 0.105],
  "homo_energy_ev": -8.4,
  "multiplicity": 1,
  "gap_ev": 9.05
}



The structure with the greatest stability is two.



## one
{
  "formula": "C12H18N2",
  "method": "the ωB97M-V functional and the def2-TZVPD basis",
  "elements": ["C", "C", "C", "C", "C", "C", "C", "C", "C", "C", "C", "C", "H", "H", "H", "H", "H", "H", "H", "H", "H", "H", "H", "H", "H", "H", "H", "H", "H", "H", "N", "N"],
  "xyz": [[-0.6285, 1.7851, -2.3914], [0.6846, 1.4461, -2.1992], [1.1964, 0.5487, -1.1645], [0.1891, -0.2268, -0.5773], [-1.1596, -0.0006, -1.0894], [-1.7471, 0.9656, -1.9865], [1.6770, -1.4137, 0.8683], [1.9619, -0.3295, 2.0014], [0.7997, 0.0157, 2.8288], [-0.6203, -0.8447, 2.9984], [-1.5803, -1.1299, 1.9031], [-0.6618, -1.9907, 0.9078], [-1.6035, 3.5667, -3.2226], [0.4599, 2.7899, -4.6540], [1.4943, 2.2607, -2.4671], [2.1906, 0.4065, -0.9603], [-1.9100, -0.7360, -0.8498], [-2.8462, 0.7589, -2.2472], [1.9497, -2.2530, 1.3916], [2.5801, -1.3320, 0.1640], [2.3182, 0.6787, 1.6456], [2.5943, -0.7520, 2.8994], [1.2891, 0.0214, 4.1691], [0.7155, 1.4975, 2.5834], [-0.2028, -1.6812, 3.6824], [-1.0934, -0.0497, 3.7456], [-2.4441, -1.7909, 2.1905], [-2.0509, -0.1657, 1.3296], [-0.1450, -2.9058, 1.2779], [-1.3132, -2.5261, 0.0909], [-0.8710, 2.6540, -3.5141], [0.4926, -1.3312, 0.1760]],
  "lowdin_charge": [-0.465, -0.100, 0.000, -0.234, -0.045, 0.004, -0.221, -0.267, -0.239, -0.257, -0.195, -0.155, 0.136, 0.279, 0.120, 0.063, 0.071, 0.135, 0.081, 0.137, 0.095, 0.123, 0.168, 0.182, 0.123, 0.119, 0.115, 0.152, 0.120, 0.129, -0.061, -0.112],
  "homo_energy_ev": -7.1,
  "multiplicity": 1,
  "gap_ev": 6.47
}



## two
{
  "formula": "C12H18N2",
  "method": "the ωB97M-V functional and the def2-TZVPD basis",
  "elements": ["C", "C", "C", "C", "C", "C", "C", "C", "C", "C", "C", "C", "H", "H", "H", "H", "H", "H", "H", "H", "H", "H", "H", "H", "H", "H", "H", "H", "H", "H", "N", "N"],
  "xyz": [[0.9317, 2.6507, 0.9911], [0.8190, 2.1292, -0.5598], [1.4697, 0.5558, -0.4344], [2.9088, 0.5434, -0.3492], [3.5756, -0.7384, -0.1122], [2.6793, -1.9183, 0.1739], [1.2624, -1.7559, 0.3479], [0.6982, -0.5022, -0.1258], [-1.5009, -0.4753, -1.3168], [-3.0693, -0.4061, -1.1522], [-2.7632, -0.1693, 1.2648], [-1.3449, -0.8767, 1.0499], [0.0655, 3.5939, 1.2252], [2.3549, 2.8243, 0.7929], [0.7304, 1.9242, 1.8392], [-0.3609, 2.1792, -0.9577], [1.1852, 2.8921, -1.4578], [3.7705, 1.3778, -0.5197], [4.6175, -0.9645, -0.3737], [2.8474, -2.8406, 0.4554], [0.5934, -2.5569, 0.7264], [-1.2904, -1.2295, -2.1551], [-1.5083, 0.6029, -1.9325], [-3.8510, -1.3652, -0.7848], [-3.3422, 0.3016, -1.8956], [-3.0919, 1.2471, -0.1409], [-3.5696, -0.6609, 1.8066], [-2.5202, 0.6544, 1.8795], [-0.7718, -0.5436, 2.0531], [-1.3328, -2.1376, 1.0574], [-0.7115, -0.2546, -0.0648], [-3.3634, 0.3232, 0.0246]],
  "lowdin_charge": [-0.144, -0.228, -0.175, -0.073, -0.048, -0.041, 0.002, -0.254, -0.136, -0.246, -0.180, -0.196, 0.118, 0.161, 0.039, 0.096, 0.130, 0.146, 0.084, 0.023, 0.097, 0.127, 0.135, 0.190, 0.085, 0.073, 0.103, 0.085, 0.151, 0.150, -0.139, -0.135],
  "homo_energy_ev": -8.4,
  "multiplicity": 1,
  "gap_ev": 9.16
}



The structure with the greatest stability is two.



## one
{
  "formula": "C47H52HfN7O2PS4Si",
  "method": "the ωB97M-V functional and the def2-TZVPD basis",
  "elements": ["Hf", "C", "Si", "C", "C", "C", "C", "C", "C", "N", "C", "S", "H", "H", "H", "H", "H", "H", "H", "H", "H", "H", "H", "H", "C", "O", "C", "C", "O", "C", "H", "H", "H", "H", "H", "H", "H", "H", "H", "H", "N", "C", "C", "C", "C", "C", "C", "C", "N", "C", "C", "N", "C", "H", "H", "H", "H", "H", "H", "H", "N", "C", "C", "C", "C", "C", "C", "H", "H", "H", "H", "H", "N", "C", "S", "N", "C", "C", "C", "C", "C", "C", "H", "H", "H", "H", "H", "H", "H", "H", "S", "P", "S", "C", "C", "C", "C", "C", "C", "C", "C", "C", "C", "C", "C", "H", "H", "H", "H", "H", "H", "H", "H", "H", "H"],
  "xyz": [[-0.3467, -0.2325, 0.0234], [0.5139, -2.0820, 5.2085], [-1.0060, -1.0432, 5.5883], [-2.4563, -2.1403, 6.0710], [-0.5540, 0.0917, 7.0289], [-1.5448, 0.0927, 4.1682], [-2.0334, 1.3626, 4.4353], [-2.3665, 2.2576, 3.4127], [-2.1372, 1.8647, 2.1122], [-1.6920, 0.6447, 1.8148], [-1.4639, -0.2496, 2.8005], [-0.9841, -1.7782, 2.1780], [0.8693, -2.5412, 6.1353], [1.3267, -1.4720, 4.8031], [0.3002, -2.8695, 4.4879], [-2.2106, -2.7639, 6.9337], [-2.7311, -2.7992, 5.2447], [-3.3326, -1.5404, 6.3253], [-0.1641, -0.5038, 7.8574], [-1.4044, 0.6596, 7.4112], [0.2232, 0.8025, 6.7379], [-2.1446, 1.6900, 5.4630], [-2.7653, 3.2379, 3.6341], [-2.3028, 2.5197, 1.2623], [0.2393, -2.7877, -2.1975], [0.1313, -1.3612, -2.0809], [0.9473, -0.6695, -3.0343], [2.1790, -0.1456, -2.3290], [1.7466, 0.7787, -1.3300], [1.6266, 2.1120, -1.8183], [1.2874, -3.0931, -2.2031], [-0.2414, -3.1132, -3.1247], [-0.2764, -3.2290, -1.3514], [0.3460, 0.1512, -3.4302], [1.2146, -1.3514, -3.8447], [2.8617, 0.3406, -3.0300], [2.7052, -0.9557, -1.8245], [1.5735, 2.1290, -2.9093], [2.4940, 2.6948, -1.4990], [0.6988, 2.5324, -1.4387], [1.9894, 9.7242, 3.2874], [1.9321, 8.5905, 3.1118], [1.8605, 7.1747, 2.8922], [3.0194, 6.4007, 2.9461], [2.9525, 5.0387, 2.7243], [1.7257, 4.4432, 2.4629], [0.5643, 5.2049, 2.4234], [0.6329, 6.5698, 2.6265], [1.6507, 3.0482, 2.2377], [2.3688, 2.0580, 2.8835], [1.9468, 0.8827, 2.3550], [0.9872, 1.1345, 1.3961], [0.8399, 2.4397, 1.3486], [3.9696, 6.8750, 3.1485], [3.8519, 4.4373, 2.7336], [-0.3900, 4.7216, 2.2574], [-0.2642, 7.1724, 2.5969], [3.0717, 2.2785, 3.6659], [2.2560, -0.1219, 2.5846], [0.1646, 2.9603, 0.6910], [-1.1582, 1.1525, -0.9874], [-2.1537, 1.7163, -1.7199], [-3.4817, 1.8132, -1.2274], [-4.5145, 2.3002, -2.0111], [-4.2922, 2.7199, -3.3156], [-3.0035, 2.6370, -3.8325], [-1.9602, 2.1532, -3.0606], [-3.6802, 1.4437, -0.2292], [-5.5156, 2.3442, -1.5988], [-5.1051, 3.1021, -3.9195], [-2.8105, 2.9521, -4.8515], [-0.9608, 2.0913, -3.4769], [-3.1389, -3.2410, -2.7110], [-2.8903, -2.0290, -2.1923], [-2.5434, -1.9437, -0.5238], [-2.9341, -0.9642, -2.9944], [-3.1170, -1.0142, -4.4122], [-2.1539, -1.6145, -5.2166], [-2.3273, -1.6551, -6.5915], [-3.4512, -1.0784, -7.1663], [-4.4011, -0.4640, -6.3627], [-4.2402, -0.4347, -4.9854], [-3.1204, -4.0257, -2.0820], [-3.5006, -3.3499, -3.6439], [-2.8261, -0.0515, -2.5524], [-1.2741, -2.0419, -4.7560], [-1.5773, -2.1251, -7.2142], [-3.5831, -1.1015, -8.2399], [-5.2741, -0.0069, -6.8094], [-4.9668, 0.0482, -4.3459], [3.7800, -3.5521, -1.7312], [2.8485, -3.5459, 0.0049], [1.9866, -1.8343, 0.6329], [1.5560, -4.8532, 0.0659], [0.5261, -4.7813, 1.0006], [-0.4602, -5.7553, 1.0297], [-0.4213, -6.8112, 0.1271], [0.6103, -6.8923, -0.7978], [1.5986, -5.9158, -0.8282], [3.9490, -4.0233, 1.3850], [5.2228, -4.5143, 1.1340], [6.0365, -4.9075, 2.1896], [5.5771, -4.8166, 3.4944], [4.3015, -4.3265, 3.7481], [3.4901, -3.9273, 2.6985], [0.4813, -3.9461, 1.6890], [-1.2626, -5.6803, 1.7533], [-1.1919, -7.5722, 0.1474], [0.6466, -7.7155, -1.5003], [2.3968, -5.9576, -1.5587], [5.5698, -4.5785, 0.1105], [7.0315, -5.2842, 1.9888], [6.2120, -5.1244, 4.3158], [3.9390, -4.2500, 4.7658], [2.5045, -3.5229, 2.8990]],
  "lowdin_charge": [1.247, -0.198, 0.526, -0.172, -0.187, -0.239, -0.077, -0.067, -0.164, -0.103, -0.750, 0.538, 0.033, 0.027, -0.006, 0.030, 0.029, 0.030, 0.030, 0.024, 0.033, 0.096, 0.098, 0.101, -0.125, -0.376, -0.166, -0.201, -0.299, -0.098, 0.011, 0.085, 0.049, 0.112, 0.137, 0.136, 0.037, 0.090, 0.096, 0.049, 0.165, -0.180, -0.225, -0.010, 0.006, -0.177, 0.011, -0.007, -0.001, -0.013, -0.118, -0.035, -0.145, 0.125, 0.121, 0.113, 0.126, 0.125, 0.055, 0.128, -0.189, -0.447, -0.071, -0.105, -0.134, -0.111, -0.062, 0.091, 0.100, 0.094, 0.102, 0.088, 0.129, -0.804, 0.629, 0.102, -0.238, -0.023, -0.072, -0.084, -0.070, -0.015, 0.100, 0.110, 0.090, 0.099, 0.107, 0.104, 0.107, 0.115, 0.235, 0.111, 0.315, -0.377, -0.126, -0.075, -0.093, -0.086, -0.107, -0.372, -0.104, -0.086, -0.093, -0.084, -0.107, 0.020, 0.106, 0.098, 0.100, 0.070, 0.063, 0.101, 0.099, 0.100, 0.072],
  "homo_energy_ev": -7.1,
  "multiplicity": 1,
  "gap_ev": 6.77
}



## two
{
  "formula": "C47H52HfN7O2PS4Si",
  "method": "the ωB97M-V functional and the def2-TZVPD basis",
  "elements": ["Hf", "C", "Si", "C", "C", "C", "C", "C", "C", "N", "C", "S", "H", "H", "H", "H", "H", "H", "H", "H", "H", "H", "H", "H", "C", "O", "C", "C", "O", "C", "H", "H", "H", "H", "H", "H", "H", "H", "H", "H", "N", "C", "C", "C", "C", "C", "C", "C", "N", "C", "C", "N", "C", "H", "H", "H", "H", "H", "H", "H", "N", "C", "C", "C", "C", "C", "C", "H", "H", "H", "H", "H", "N", "C", "S", "N", "C", "C", "C", "C", "C", "C", "H", "H", "H", "H", "H", "H", "H", "H", "S", "P", "S", "C", "C", "C", "C", "C", "C", "C", "C", "C", "C", "C", "C", "H", "H", "H", "H", "H", "H", "H", "H", "H", "H"],
  "xyz": [[-0.1872, 0.4697, -0.7455], [-6.7983, -2.6610, 0.0103], [-5.5799, -1.5647, -0.9078], [-6.2869, 0.1563, -1.0371], [-5.2767, -2.3170, -2.5944], [-3.9904, -1.5363, 0.1115], [-3.8962, -2.1977, 1.3225], [-2.7194, -2.1832, 2.0794], [-1.6458, -1.4852, 1.5870], [-1.7008, -0.8365, 0.4147], [-2.8336, -0.8451, -0.3199], [-2.7067, 0.0536, -1.7938], [-7.7240, -2.7342, -0.5654], [-7.0553, -2.2556, 0.9915], [-6.4183, -3.6759, 0.1487], [-7.1846, 0.1608, -1.6607], [-5.5635, 0.8475, -1.4739], [-6.5611, 0.5374, -0.0507], [-6.2299, -2.5124, -3.0923], [-4.7415, -3.2656, -2.5090], [-4.6867, -1.6493, -3.2215], [-4.7520, -2.7459, 1.7000], [-2.6480, -2.6977, 3.0271], [-0.7080, -1.4236, 2.1232], [3.5404, -1.1314, -2.4587], [2.3910, -0.3767, -2.7834], [2.6982, 0.8584, -3.3891], [1.4334, 1.6774, -3.3512], [1.0374, 1.9011, -1.9932], [1.6921, 3.0457, -1.4093], [4.1130, -1.3827, -3.3586], [3.1984, -2.0545, -1.9902], [4.1825, -0.5831, -1.7621], [3.0185, 0.7153, -4.4297], [3.5075, 1.3576, -2.8449], [0.6120, 1.1458, -3.8347], [1.5485, 2.6433, -3.8442], [1.3670, 3.9316, -1.9569], [2.7709, 2.9145, -1.4469], [1.3711, 3.1107, -0.3756], [3.2706, -9.5421, 0.5445], [2.8181, -8.5594, 0.1581], [2.2518, -7.3299, -0.3257], [2.0591, -7.1411, -1.6906], [1.5221, -5.9554, -2.1574], [1.1658, -4.9568, -1.2602], [1.3497, -5.1428, 0.1066], [1.8964, -6.3240, 0.5694], [0.6260, -3.7367, -1.7387], [0.0665, -3.4825, -2.9826], [-0.2948, -2.1769, -2.9765], [0.0391, -1.6221, -1.7621], [0.5840, -2.5757, -1.0483], [2.3391, -7.9202, -2.3858], [1.4015, -5.8087, -3.2209], [1.0619, -4.3807, 0.8179], [2.0407, -6.4719, 1.6307], [-0.0574, -4.2433, -3.7299], [-0.8002, -1.6077, -3.7364], [0.9685, -2.4468, -0.0500], [1.0538, 0.1931, 0.6497], [1.5947, -0.4597, 1.7142], [1.2107, -0.1722, 3.0428], [1.6649, -0.9360, 4.1045], [2.5435, -1.9960, 3.9047], [2.9939, -2.2492, 2.6157], [2.5465, -1.4912, 1.5434], [0.5093, 0.6387, 3.2034], [1.3263, -0.7015, 5.1072], [2.8942, -2.5885, 4.7389], [3.7159, -3.0403, 2.4426], [2.9362, -1.6665, 0.5457], [7.0793, 1.3327, 1.1237], [5.7579, 1.4049, 0.8520], [5.2157, 2.0292, -0.6050], [4.9059, 0.9691, 1.8003], [5.2654, 0.4671, 3.0818], [6.1306, -0.6141, 3.2128], [6.4684, -1.0772, 4.4755], [5.9263, -0.4829, 5.6063], [5.0443, 0.5793, 5.4705], [4.7188, 1.0603, 4.2120], [7.6845, 1.8080, 0.4784], [7.4048, 1.1659, 2.0619], [3.9243, 1.0313, 1.5653], [6.5196, -1.0972, 2.3257], [7.1436, -1.9173, 4.5735], [6.1850, -0.8519, 6.5900], [4.6108, 1.0412, 6.3479], [4.0364, 1.8923, 4.0949], [-1.7387, 3.2063, -3.0931], [-2.1810, 3.6221, -1.2205], [-1.2867, 2.5883, 0.3164], [-1.8232, 5.3836, -0.8653], [-1.4606, 5.8263, 0.4028], [-1.2555, 7.1788, 0.6388], [-1.4151, 8.0978, -0.3872], [-1.7787, 7.6612, -1.6538], [-1.9802, 6.3109, -1.8929], [-3.9793, 3.5456, -0.9326], [-4.8500, 3.6675, -2.0092], [-6.2190, 3.7363, -1.7910], [-6.7219, 3.6788, -0.4997], [-5.8543, 3.5433, 0.5759], [-4.4864, 3.4768, 0.3617], [-1.3267, 5.1115, 1.2036], [-0.9671, 7.5128, 1.6274], [-1.2527, 9.1521, -0.2022], [-1.9009, 8.3736, -2.4598], [-2.2453, 5.9630, -2.8835], [-4.4466, 3.7002, -3.0135], [-6.8931, 3.8276, -2.6331], [-7.7902, 3.7277, -0.3309], [-6.2438, 3.4869, 1.5845], [-3.8095, 3.3634, 1.1996]],
  "lowdin_charge": [1.214, -0.191, 0.503, -0.173, -0.186, -0.235, -0.074, -0.059, -0.118, -0.120, -0.733, 0.559, 0.031, 0.032, 0.031, 0.039, 0.003, 0.035, 0.029, 0.031, 0.002, 0.093, 0.101, 0.092, -0.087, -0.219, -0.199, -0.184, -0.425, -0.079, 0.094, 0.075, 0.062, 0.139, 0.083, 0.120, 0.133, 0.099, 0.024, 0.052, 0.162, -0.179, -0.228, -0.013, 0.003, -0.164, 0.013, -0.007, 0.008, -0.018, -0.107, -0.057, -0.137, 0.125, 0.111, 0.113, 0.127, 0.118, 0.106, 0.100, -0.172, -0.456, -0.074, -0.108, -0.121, -0.116, -0.093, 0.109, 0.101, 0.094, 0.100, 0.091, 0.095, -0.908, 0.617, 0.062, -0.257, -0.048, -0.078, -0.087, -0.076, -0.017, 0.087, 0.094, 0.118, 0.120, 0.105, 0.102, 0.106, 0.121, 0.241, 0.132, 0.281, -0.372, -0.112, -0.086, -0.091, -0.084, -0.108, -0.384, -0.110, -0.088, -0.098, -0.089, -0.102, 0.061, 0.101, 0.100, 0.102, 0.073, 0.070, 0.104, 0.102, 0.103, 0.076],
  "homo_energy_ev": -7.3,
  "multiplicity": 1,
  "gap_ev": 6.88
}



The structure with the greatest stability is two.